Entry 1:
The following is a DFT calculation (wB97M-V/def2-TZVPD) of 2 unconnected molecules or ions with the total composition CH3IO2 at a distorted geometry.

Structure (XYZ):
```
7
Properties=species:S:1:pos:R:3:nbo_charge:R:1
C 1.03 -0.05 -0.11 0.324
O 0.73 1.06 0.20 -0.566
O -1.11 -1.31 0.56 -1.056
I -2.05 0.10 -0.04 0.965
H 0.68 -0.49 -0.98 0.109
H 1.74 -0.70 0.41 0.127
H -1.01 1.40 -0.04 0.097
```

Output
net charge = 0
energy above the lowest of the compared OMol25 structures with the same formula, charge and spin = 106.9 kcal per mole

=====

Entry 2:
The following is a DFT calculation (wB97M-V/def2-TZVPD) of 2 unconnected molecules or ions with the total composition C5H9NO at a distorted geometry.

Structure (XYZ):
```
16
Properties=species:S:1:pos:R:3:nbo_charge:R:1
C 0.74 -0.89 -1.42 -0.402
N -0.01 -0.16 -0.47 -0.355
C -1.17 0.62 -0.70 -0.215
C 0.12 1.21 -0.22 -0.237
C 0.19 1.31 1.29 0.595
O 0.44 2.32 1.88 -0.531
C -0.09 -0.83 1.65 -0.650
H 0.35 -1.91 -1.47 0.207
H 1.79 -0.94 -1.08 0.210
H 0.69 -0.41 -2.40 0.179
H -1.45 0.77 -1.74 0.199
H -1.98 0.52 0.02 0.204
H 0.75 1.84 -0.84 0.225
H 0.81 -0.94 2.25 0.197
H -1.00 -0.75 2.23 0.194
H -0.18 -1.75 1.03 0.181
```

Output
net charge = 0
energy above the lowest of the compared OMol25 structures with the same formula, charge and spin = 132.7 kcal per mole

=====

Entry 3:
The following is a DFT calculation (wB97M-V/def2-TZVPD) of a single C4H13N2P molecule at a distorted geometry.

Structure (XYZ):
```
20
Properties=species:S:1:pos:R:3:nbo_charge:R:1
C -0.35 0.35 1.81 -0.618
C -0.26 -0.09 0.30 -0.313
C -1.40 -1.07 0.08 -0.620
C 1.08 -0.69 -0.03 -0.223
N 2.04 0.42 -0.22 -0.882
P -0.68 1.47 -0.78 0.746
N 0.00 1.09 -2.29 -1.132
H -1.13 1.28 1.86 0.199
H -0.98 -0.28 2.28 0.203
H 0.55 0.52 2.45 0.223
H -1.29 -2.06 0.52 0.208
H -1.57 -1.29 -0.97 0.203
H -2.31 -0.62 0.52 0.213
H 1.52 -1.33 0.82 0.183
H 0.94 -1.21 -0.91 0.178
H 3.01 0.08 -0.03 0.373
H 1.76 1.27 0.30 0.373
H -1.92 0.85 -1.14 -0.062
H 1.01 1.30 -2.17 0.393
H -0.02 0.02 -2.40 0.355
```

Output
net charge = 0
SMILES = CC(C)(CN)PN
energy above the lowest of the compared OMol25 structures with the same formula, charge and spin = 19.0 kcal per mole

=====

Entry 4:
The following is a DFT calculation (wB97M-V/def2-TZVPD) of a molecular structure, C4H6N2O at a distorted geometry.

Structure (XYZ):
```
13
Properties=species:S:1:pos:R:3:nbo_charge:R:1
N -0.04 -1.86 -0.25 -0.787
C -0.18 -0.48 0.14 -0.130
C 0.87 0.23 -0.37 0.461
O 1.83 -0.44 -0.97 -0.713
N 0.63 1.55 -0.13 -0.541
C -0.60 1.66 0.54 -0.109
C -1.13 0.41 0.71 -0.293
H -0.55 -2.09 -1.10 0.387
H -0.25 -2.57 0.45 0.395
H 1.25 -1.52 -0.67 0.481
H 1.17 2.33 -0.46 0.416
H -0.97 2.62 0.88 0.211
H -2.03 0.17 1.24 0.221
```

Output
net charge = 0
energy above the lowest of the compared OMol25 structures with the same formula, charge and spin = 43.9 kcal per mole

=====

Entry 5:
The following is a DFT calculation (wB97M-V/def2-TZVPD) of 7 unconnected molecules or ions with the total composition C20H31FN7O18 at a distorted geometry.

Structure (XYZ):
```
77
Properties=species:S:1:pos:R:3:lowdin_charge:R:1
C 7.59 2.28 1.80 -0.124
O 7.41 2.82 0.49 -0.201
C 6.31 2.21 -0.19 -0.224
C 5.11 3.17 -0.30 -0.151
C 3.75 2.41 -0.16 -0.181
C 2.78 3.27 0.64 -0.114
C 1.34 2.76 0.65 -0.069
C 0.99 1.44 0.86 -0.039
C 2.06 0.36 1.09 -0.727
O 2.47 -0.28 0.09 -0.055
O 2.47 0.24 2.25 -0.009
C -0.33 1.01 0.90 0.066
C -1.33 1.94 0.73 -0.068
C -0.95 3.28 0.52 -0.020
C 0.34 3.69 0.48 -0.170
F 0.60 4.99 0.28 0.100
C -2.25 4.05 0.40 -0.318
O -2.52 5.12 -0.06 0.140
N -3.26 3.18 1.02 -0.032
O -3.01 3.42 2.39 0.022
C -2.82 1.82 0.71 -0.298
O -3.54 0.89 0.46 0.124
H 8.21 1.38 1.72 0.077
H 8.16 3.00 2.40 0.085
H 6.66 2.03 2.30 0.078
H 6.01 1.29 0.33 0.089
H 6.69 1.94 -1.18 0.120
H 5.20 3.85 0.56 0.112
H 5.15 3.76 -1.22 0.107
H 4.01 1.50 0.39 0.083
H 3.36 2.09 -1.13 0.124
H 2.76 4.26 0.16 0.112
H 3.09 3.44 1.68 0.138
H -0.59 -0.04 1.08 0.111
H -3.85 3.68 2.79 0.064
C -4.87 -1.72 0.04 0.035
N -5.98 -2.58 -0.44 -0.440
O -5.86 -3.11 -1.53 0.044
O -6.94 -2.71 0.29 0.064
H -4.09 -1.71 -0.71 0.077
H -5.26 -0.73 0.20 0.083
H -4.50 -2.15 0.97 0.106
C 6.49 -1.87 0.83 0.056
N 6.89 -1.37 2.18 -0.432
O 6.57 -0.24 2.46 0.053
O 7.50 -2.14 2.90 0.049
H 5.95 -1.08 0.31 0.086
H 7.40 -2.13 0.31 0.096
H 5.86 -2.74 0.98 0.104
C -2.05 -3.76 -0.56 0.028
N -1.58 -2.96 0.60 -0.428
O -1.95 -3.28 1.71 0.058
O -0.85 -2.02 0.34 0.072
H -2.69 -4.56 -0.20 0.097
H -2.60 -3.10 -1.22 0.077
H -1.16 -4.16 -1.05 0.057
C -5.03 -4.77 -4.63 0.042
N -3.95 -4.93 -3.61 -0.447
O -4.22 -5.55 -2.61 0.069
O -2.88 -4.42 -3.87 0.054
H -5.92 -5.27 -4.26 0.095
H -5.21 -3.71 -4.75 0.100
H -4.68 -5.22 -5.55 0.096
C 0.98 -2.70 -3.90 0.057
N 1.00 -4.02 -3.22 -0.425
O 0.19 -4.20 -2.33 0.042
O 1.82 -4.83 -3.60 0.070
H 0.20 -2.09 -3.46 0.099
H 1.95 -2.25 -3.76 0.105
H 0.78 -2.88 -4.96 0.097
C -7.39 2.42 2.89 0.051
N -6.62 3.65 3.19 -0.435
O -5.59 3.53 3.82 0.050
O -7.08 4.70 2.79 0.085
H -6.86 1.57 3.31 0.097
H -8.37 2.53 3.34 0.098
H -7.46 2.33 1.81 0.103
```

Output
net charge = -1

=====

Number 1: E_tot -487.90647 a.u., LUMO 0.048 eV. Number 2: E_tot -325.72608 a.u., LUMO 0.698 eV. Number 3: E_tot -611.01063 a.u., LUMO 0.828 eV. Number 4: E_tot -340.72500 a.u., LUMO 0.779 eV. Number 5: E_tot -2617.60767 a.u., LUMO 1.500 eV.